(1)
{"formula": "C4H10ClNSi", "method": "the ωB97M-V functional and the def2-TZVPD basis", "elements": ["H", "Si", "C", "C", "H", "H", "H", "H", "C", "H", "C", "Cl", "N", "H", "H", "H", "H"], "coordinates": [[-0.9701, 2.4594, 0.7652], [-1.3817, -0.1382, 0.9019], [2.5965, -0.7450, -0.8586], [1.5403, -0.8266, 0.2919], [-0.2486, -1.8909, -0.1487], [-1.4885, -0.1726, 2.3984], [2.0265, -1.7285, 0.8577], [3.5545, -0.4785, -0.4036], [-1.6268, 1.6807, 0.4836], [-2.5406, 2.8132, -1.0569], [-2.3588, 1.8310, -0.5943], [-3.0347, -1.1986, 0.1383], [0.0164, -0.9948, 0.2102], [2.7297, -1.6486, -1.3612], [1.7711, 0.0613, 0.8968], [-2.9978, 0.9799, -0.9758], [2.4126, -0.0031, -1.5448]], "atomic_forces_ev_per_a": [[0.437, 0.808, 0.737], [0.897, -0.171, 0.391], [-0.927, 0.121, 1.823], [0.767, -1.318, 1.725], [-0.016, -0.359, -0.214], [0.147, -0.418, -0.382], [-1.463, 1.461, -0.325], [-0.166, -0.172, 0.271], [0.903, -2.170, -0.708], [0.234, -0.456, 0.033], [-2.334, 0.292, -1.262], [0.648, 0.091, 0.365], [1.118, 1.124, -0.122], [0.078, -1.599, -0.854], [-0.522, -0.276, 0.080], [0.876, 1.238, 0.222], [-0.677, 1.806, -1.780]], "e_above_lowest_kcal_mol": 31.1, "total_energy_ha": -962.8561, "smiles": "C=C[Si@@H](Cl)NCC", "homo_ev": -9.174, "e_lumo_ha": 0.032, "largest_force_ev_per_a": 2.7}

---

(2)
{"formula": "C4H10CsO", "method": "the ωB97M-V functional and the def2-TZVPD basis", "elements": ["C", "H", "H", "H", "H", "H", "H", "H", "H", "O", "C", "H", "C", "Cs", "C", "H"], "coordinates": [[0.2329, 1.0164, -0.7513], [-1.8675, -0.4281, 0.0628], [0.3199, -2.6544, 0.5838], [1.9822, 2.0751, 0.0515], [0.4475, 2.9087, 0.5053], [1.0753, 2.9733, -1.0238], [0.8321, 0.5387, -1.5265], [-0.9102, -1.2233, -1.1950], [-0.9137, -2.0845, 1.7895], [0.1726, 0.0058, 0.1878], [-0.6811, -2.2514, 0.7378], [-1.2796, -3.0611, 0.3204], [0.9407, 2.2555, -0.2146], [1.3083, -0.4533, 1.7663], [-0.9133, -0.9097, -0.1510], [-0.7461, 1.2923, -1.1431]], "atomic_forces_ev_per_a": [[0.888, 1.818, -1.527], [0.080, -0.039, 0.133], [0.097, 0.199, 0.141], [-0.043, -0.193, 0.435], [-0.273, -0.723, 0.478], [-0.152, -0.233, -0.483], [-0.082, 0.726, -0.757], [0.420, 0.367, -0.081], [-0.077, -0.330, -0.131], [-8.022, 0.893, -7.570], [-0.839, 0.903, -1.681], [-0.505, 0.297, 0.225], [0.565, 0.716, -0.793], [7.625, -1.986, 10.002], [0.411, -2.282, 1.546], [-0.092, -0.131, 0.062]], "e_above_lowest_kcal_mol": 78.8, "total_energy_ha": -253.4345, "homo_ev": -14.727, "e_lumo_ha": -0.117, "total_charge": 1, "largest_force_ev_per_a": 12.7}